No. 1
C3H7Cl2N3 | ωB97M-V/def2-TZVPD

Its LUMO energy is -0.247 eV. The value obtained for the frontier orbital gap is 7.74 eV. Its relative energy (zero: lowest compared OMol25 entry of this formula, charge and spin) is 592.52 kJ/mol.

CARTESIAN COORDINATES (ANGSTROEM)
C1 -1.810 -0.207 0.201
C2 0.403 -0.523 1.088
C3 1.638 0.217 0.515
H1 -4.791 0.241 1.120
H2 -4.704 0.172 -1.428
H3 -1.638 0.889 0.612
H4 -0.722 -2.016 -0.017
H5 1.019 -1.182 1.607
H6 -0.016 0.146 1.950
H7 2.520 0.256 1.300
N1 -3.953 0.384 -0.329
N2 -2.917 -0.569 -0.384
N3 -0.650 -0.875 0.310
Cl1 1.239 1.874 -0.202
Cl2 2.266 -1.169 -0.572

Atoms 1-6, force components in eV/Å:
-1.42 3.70 0.18
1.02 5.21 3.63
0.88 -0.43 0.07
1.68 -0.13 -4.02
2.45 0.18 4.88
-0.88 -1.95 -0.52

No. 2
C28H29CaN4O2S | ωB97M-V/def2-TZVPD

Its charge is -1. Its LUMO energy is 2.769 eV. The value obtained for the frontier orbital gap is 6.54 eV. Its relative energy (zero: lowest compared OMol25 entry of this formula, charge and spin) is 56.91 kJ/mol.

CARTESIAN COORDINATES (ANGSTROEM)
Ca1 0.651 0.059 -0.170
C1 -1.379 -1.499 -2.125
N1 -1.265 -0.050 -1.929
C2 -0.964 0.598 -3.197
C3 -2.448 0.433 -1.260
C4 -3.547 0.919 -1.944
C5 -4.736 1.222 -1.286
C6 -4.824 0.962 0.072
C7 -3.727 0.497 0.779
C8 -2.476 0.284 0.157
N2 -1.334 -0.143 0.767
C9 -1.156 -0.145 2.131
C10 -1.719 0.769 3.040
C11 -1.479 0.686 4.401
C12 -0.650 -0.300 4.911
C13 -0.028 -1.175 4.029
C14 -0.243 -1.094 2.663
N3 0.439 -1.936 1.722
C15 -0.408 -3.025 1.242
C16 1.719 -2.460 2.182
H1 -2.164 -1.738 -2.857
H2 -0.425 -1.891 -2.481
H3 -1.626 -1.974 -1.177
H4 -1.680 0.326 -3.988
H5 -0.964 1.679 -3.068
H6 0.029 0.289 -3.516
H7 -3.496 1.061 -3.017
H8 -5.584 1.608 -1.837
H9 -5.760 1.126 0.594
H10 -3.833 0.273 1.830
H11 -2.325 1.580 2.659
H12 -1.939 1.409 5.067
H13 -0.475 -0.383 5.976
H14 0.652 -1.923 4.420
H15 -0.528 -3.801 2.014
H16 -1.392 -2.638 0.987
H17 0.040 -3.481 0.357
H18 1.598 -3.282 2.906
H19 2.276 -2.834 1.324
H20 2.309 -1.666 2.632
O1 1.688 -0.939 -1.724
C17 2.250 0.186 -1.855
O2 1.624 1.268 -1.732
C18 3.743 0.221 -1.982
C19 4.416 0.353 -3.183
C20 5.805 0.388 -3.208
C21 6.501 0.290 -2.010
C22 5.830 0.162 -0.806
C23 4.427 0.129 -0.754
S1 3.580 -0.021 0.755
H21 3.848 0.424 -4.104
H22 6.337 0.499 -4.145
H23 7.586 0.312 -2.017
H24 6.377 0.085 0.126
C24 0.799 5.129 0.774
C25 1.940 4.360 0.936
C26 1.821 2.977 0.936
N4 0.651 2.354 0.787
C27 -0.442 3.101 0.631
C28 -0.419 4.486 0.621
H25 0.858 6.211 0.761
H26 2.913 4.817 1.052
H27 2.690 2.336 1.044
H28 -1.377 2.563 0.506
H29 -1.337 5.045 0.497

Atoms 1-6, force components in eV/Å:
-0.30 -0.12 2.16
0.11 -0.08 -0.05
-0.20 0.15 -0.01
0.00 -0.01 -0.05
-0.06 -0.07 0.01
-0.01 0.04 -0.03

No. 3
C5H10 | ωB97M-V/def2-TZVPD

The SMILES is CC=C(C)C. Its LUMO energy is 1.133 eV. The value obtained for the frontier orbital gap is 9.81 eV. Its relative energy (zero: lowest compared OMol25 entry of this formula, charge and spin) is 86.06 kJ/mol.

CARTESIAN COORDINATES (ANGSTROEM)
C1 -1.490 0.593 1.105
C2 -0.410 -0.005 0.214
C3 0.728 0.698 0.143
C4 1.948 0.292 -0.648
C5 -0.701 -1.171 -0.646
H1 -1.595 0.022 2.038
H2 -2.437 0.534 0.569
H3 -1.331 1.612 1.444
H4 0.889 1.541 0.805
H5 2.929 0.409 -0.198
H6 1.884 -0.775 -0.891
H7 1.910 0.857 -1.588
H8 -0.348 -1.063 -1.663
H9 -1.739 -1.498 -0.532
H10 -0.237 -2.048 -0.153

Atoms 1-6, force components in eV/Å:
-0.27 -1.04 0.12
0.43 2.73 0.39
0.93 -0.90 0.59
-0.83 -0.48 -0.81
-0.23 -1.55 1.47
-0.14 -0.19 -0.23

No. 4
C5H7N3O | ωB97M-V/def2-TZVPD

Its LUMO energy is -0.604 eV. The value obtained for the frontier orbital gap is 7.57 eV. Its relative energy (zero: lowest compared OMol25 entry of this formula, charge and spin) is 358.54 kJ/mol.

CARTESIAN COORDINATES (ANGSTROEM)
C1 2.779 0.509 0.556
C2 0.249 -1.063 -0.819
C3 -0.590 -0.781 0.423
C4 -1.718 0.227 0.269
C5 1.108 0.133 -1.029
N1 -1.666 1.027 -0.835
N2 2.211 0.455 -0.603
N3 -2.689 0.296 1.088
O1 -0.506 -1.472 1.408
H1 -2.333 1.783 -0.843
H2 -0.758 1.232 -1.233
H3 -2.661 -0.451 1.778
H4 3.839 0.678 0.665
H5 2.277 0.588 1.508
H6 0.850 -1.959 -0.641
H7 -0.392 -1.204 -1.692

Atoms 1-6, force components in eV/Å:
1.64 0.90 0.15
1.78 -0.37 -0.48
-0.89 -0.94 -0.01
-0.36 0.45 0.54
-1.17 1.93 -0.92
0.09 0.21 -0.17

No. 5
C3H3ClN2O2 | ωB97M-V/def2-TZVPD

The SMILES is Oc1nc(Cl)cn1O. Its LUMO energy is 0.161 eV. The value obtained for the frontier orbital gap is 8.82 eV. Its relative energy (zero: lowest compared OMol25 entry of this formula, charge and spin) is 321.38 kJ/mol.

CARTESIAN COORDINATES (ANGSTROEM)
C1 -0.451 -0.744 -0.251
C2 0.148 0.269 1.566
C3 0.587 1.102 0.644
H1 -1.063 -2.509 -0.897
H2 1.194 2.078 0.369
H3 -0.248 0.613 -2.336
N1 -0.461 -0.906 1.049
N2 0.348 0.377 -0.476
O1 -0.960 -1.548 -1.174
O2 0.681 0.910 -1.771
Cl1 0.226 0.358 3.276

Atoms 1-6, force components in eV/Å:
2.39 0.93 2.31
-1.37 -2.65 2.38
2.33 2.58 -2.32
0.35 1.95 0.05
-1.51 -2.15 1.61
4.01 1.47 2.04

No. 6
C4H6N2O | ωB97M-V/def2-TZVPD

The SMILES is COc1cc[nH]n1. Its LUMO energy is 1.026 eV. The value obtained for the frontier orbital gap is 10.33 eV. Its relative energy (zero: lowest compared OMol25 entry of this formula, charge and spin) is 159.68 kJ/mol.

CARTESIAN COORDINATES (ANGSTROEM)
C1 -2.286 0.269 -0.047
O1 -1.302 -0.140 0.894
C2 -0.017 -0.026 0.480
N1 0.618 1.135 0.440
N2 1.846 0.811 -0.004
C3 2.001 -0.511 -0.239
C4 0.798 -1.101 0.061
H1 -3.120 -0.435 0.027
H2 -2.644 1.280 0.177
H3 -1.887 0.249 -1.068
H4 2.538 1.533 -0.117
H5 2.933 -0.921 -0.604
H6 0.523 -2.143 0.000

Atoms 1-6, force components in eV/Å:
-0.24 0.09 -0.18
0.16 -0.02 0.09
0.11 0.05 -0.09
-0.09 -0.28 -0.03
0.15 0.00 -0.05
-0.05 0.06 0.00

No. 7
C43H50N5OPtSSbSi | ωB97M-V/def2-TZVPD

Its charge is +2. Its LUMO energy is -7.371 eV. The value obtained for the frontier orbital gap is 4.69 eV. Its relative energy (zero: lowest compared OMol25 entry of this formula, charge and spin) is 254.11 kJ/mol.

CARTESIAN COORDINATES (ANGSTROEM)
Pt1 -1.187 0.173 -0.393
O1 -2.473 1.720 3.173
C1 -2.124 0.998 2.269
N1 -1.814 1.434 1.028
C2 -2.130 2.805 0.720
C3 -1.795 3.103 -0.680
C4 -1.973 4.372 -1.212
C5 -1.746 4.572 -2.560
C6 -1.332 3.501 -3.348
C7 -1.137 2.282 -2.750
N2 -1.357 2.091 -1.438
C8 -2.026 -0.466 2.400
C9 -2.670 -1.106 3.433
C10 -2.670 -2.493 3.467
C11 -2.005 -3.177 2.463
C12 -1.361 -2.457 1.476
N3 -1.358 -1.120 1.443
H1 -1.612 3.483 1.406
H2 -3.199 2.994 0.874
H3 -2.304 5.180 -0.574
H4 -1.896 5.550 -2.999
H5 -1.171 3.617 -4.410
H6 -0.803 1.423 -3.316
H7 -3.184 -0.505 4.172
H8 -3.193 -3.028 4.249
H9 -1.981 -4.257 2.442
H10 -0.819 -2.962 0.686
C13 -3.949 1.090 -5.218
C14 -3.150 -0.028 -5.416
C15 -2.723 -0.774 -4.324
C16 -3.098 -0.405 -3.026
C17 -3.910 0.720 -2.842
C18 -4.335 1.460 -3.933
Si1 -2.441 -1.420 -1.607
C19 -3.779 -2.186 -0.583
C20 -4.664 -1.458 0.221
C21 -5.680 -2.107 0.903
C22 -5.822 -3.486 0.794
C23 -4.931 -4.224 0.024
C24 -3.910 -3.577 -0.658
H11 -4.283 1.669 -6.069
H12 -2.863 -0.326 -6.416
H13 -2.119 -1.661 -4.484
H14 -4.224 1.008 -1.843
H15 -4.973 2.322 -3.786
H16 -1.740 -2.560 -2.255
H17 -4.563 -0.380 0.307
H18 -6.371 -1.539 1.513
H19 -6.637 -3.986 1.301
H20 -5.033 -5.298 -0.055
H21 -3.221 -4.152 -1.268
S1 4.453 0.465 -4.138
C25 2.909 0.360 -3.256
C26 2.713 1.128 -2.110
C27 1.565 0.943 -1.369
N4 0.628 0.054 -1.712
C28 0.779 -0.642 -2.848
C29 1.896 -0.515 -3.645
C30 5.029 -1.182 -3.699
C31 4.607 -2.313 -4.378
C32 5.042 -3.548 -3.914
N5 5.849 -3.682 -2.866
C33 6.281 -2.588 -2.246
C34 5.892 -1.307 -2.622
H22 3.465 1.835 -1.788
H23 1.396 1.495 -0.451
H24 -0.010 -1.333 -3.112
H25 1.978 -1.091 -4.556
H26 3.967 -2.248 -5.248
H27 4.726 -4.465 -4.397
H28 6.951 -2.741 -1.408
H29 6.250 -0.437 -2.089
C35 3.690 -1.299 2.618
C36 2.728 -0.710 1.592
C37 1.935 -1.812 0.903
Sb1 1.338 0.793 2.485
C38 2.507 2.646 2.179
C39 4.001 2.414 2.383
C40 1.960 3.740 3.089
C41 1.245 0.434 4.685
C42 0.269 1.411 5.321
C43 2.615 0.509 5.351
H30 4.366 -2.007 2.125
H31 3.152 -1.852 3.389
H32 4.306 -0.534 3.088
H33 3.277 -0.113 0.858
H34 1.491 -2.476 1.648
H35 2.599 -2.415 0.274
H36 1.138 -1.416 0.272
H37 2.310 2.898 1.131
H38 4.222 2.156 3.420
H39 4.552 3.330 2.148
H40 4.390 1.623 1.740
H41 2.277 3.580 4.120
H42 0.868 3.789 3.065
H43 2.343 4.715 2.775
H44 0.854 -0.587 4.716
H45 0.679 2.421 5.343
H46 0.103 1.110 6.360
H47 -0.703 1.441 4.827
H48 3.035 1.514 5.285
H49 3.328 -0.202 4.946
H50 2.498 0.280 6.416

Atoms 1-6, force components in eV/Å:
1.87 3.12 2.08
-0.06 0.14 -0.02
-0.18 0.18 0.31
-0.59 -0.93 -1.14
-0.46 0.13 0.29
0.03 0.25 -0.09

No. 8
C3H8NP | ωB97M-V/def2-TZVPD

Its LUMO energy (alpha / beta) is -1.025 / -0.810 eV. The value obtained for the frontier orbital gap (alpha / beta) is 7.82 / 7.23 eV. Its relative energy (zero: lowest compared OMol25 entry of this formula, charge and spin) is 327.54 kJ/mol.

CARTESIAN COORDINATES (ANGSTROEM)
C1 1.000 -0.881 -0.411
C2 0.001 1.454 -0.224
C3 -0.141 -0.012 0.043
N1 -1.342 -0.621 0.054
P1 -2.761 0.064 -0.071
H1 0.923 -1.872 0.029
H2 0.952 -0.991 -1.497
H3 1.956 -0.440 -0.146
H4 -0.689 2.044 0.377
H5 -0.259 1.604 -1.279
H6 1.021 1.796 -0.069
H7 0.123 -0.365 1.975
H8 -3.477 -1.141 0.140

Atoms 1-6, force components in eV/Å:
0.01 -0.06 0.13
-0.13 0.03 0.13
0.65 -0.49 1.47
0.47 -0.64 0.21
-0.66 0.37 -0.07
-0.03 -0.01 -0.03

No. 9
C17H21BrFeIN2S2Sb | ωB97M-V/def2-TZVPD

Its charge is +3. Its LUMO energy (alpha / beta) is -10.971 / -12.799 eV. As for the expectation value of S²: 8.76. The multiplicity is 6. The value obtained for the frontier orbital gap (alpha / beta) is 5.37 / 3.54 eV.

CARTESIAN COORDINATES (ANGSTROEM)
Fe1 0.246 -0.873 -0.635
C1 0.352 -2.864 2.513
C2 0.440 -1.394 2.608
N1 0.472 -0.582 1.583
C3 0.553 0.740 1.969
C4 0.602 0.911 3.333
S1 0.530 -0.583 4.144
C5 0.577 1.751 0.940
C6 0.613 3.119 1.086
S2 0.630 3.896 -0.429
C7 0.578 2.347 -1.211
N2 0.556 1.340 -0.376
C8 0.563 2.206 -2.682
H1 0.226 -3.191 1.481
H2 -0.483 -3.232 3.111
H3 1.245 -3.329 2.935
H4 0.678 1.834 3.874
H5 0.623 3.681 1.998
H6 0.542 3.184 -3.157
H7 -0.312 1.643 -3.009
H8 1.451 1.681 -3.035
C9 5.802 -0.367 -0.420
Sb1 3.654 -0.776 -0.576
C10 3.069 -1.220 -2.627
C11 3.323 -2.777 0.189
H9 6.332 -1.211 -0.855
H10 6.053 -0.261 0.635
H11 6.036 0.552 -0.953
H12 3.623 -2.102 -2.934
H13 3.306 -0.403 -3.296
H14 1.994 -1.434 -2.654
H15 4.076 -3.421 -0.258
H16 2.329 -3.105 -0.115
H17 3.423 -2.811 1.265
Br1 -5.484 -2.525 -0.994
C12 -5.413 -0.670 -0.623
C13 -6.599 0.032 -0.406
C14 -6.568 1.386 -0.125
C15 -5.353 2.059 -0.073
C16 -4.160 1.376 -0.295
C17 -4.196 0.020 -0.556
I1 -2.356 -1.068 -0.849
H18 -7.538 -0.499 -0.457
H19 -7.493 1.917 0.053
H20 -5.327 3.116 0.143
H21 -3.219 1.907 -0.261

Atoms 1-6, force components in eV/Å:
-0.64 2.14 1.94
0.00 -0.35 0.25
0.10 -0.02 1.08
0.12 -0.29 -1.28
0.09 0.17 1.40
-0.02 -0.11 -1.07

No. 10
C18H40Cl10O4 | ωB97M-V/def2-TZVPD

The SMILES is COCCOC.COCCOC.ClCCCl.ClCCCl.ClCCCl.ClCCCl.ClCCCl. Its LUMO energy is 0.422 eV. The value obtained for the frontier orbital gap is 9.68 eV. Its relative energy (zero: lowest compared OMol25 entry of this formula, charge and spin) is 72.19 kJ/mol.

CARTESIAN COORDINATES (ANGSTROEM)
C1 -3.157 -1.913 -0.860
O1 -4.477 -2.449 -0.761
C2 -5.457 -1.465 -0.789
C3 -6.700 -1.996 -0.146
O2 -6.342 -2.346 1.180
C4 -7.424 -2.830 1.868
H1 -3.127 -0.987 -1.452
H2 -2.527 -2.656 -1.339
H3 -2.789 -1.655 0.142
H4 -5.622 -1.186 -1.836
H5 -5.153 -0.577 -0.215
H6 -7.083 -2.892 -0.652
H7 -7.448 -1.190 -0.099
H8 -8.193 -2.054 2.006
H9 -7.066 -3.148 2.844
H10 -7.883 -3.687 1.354
C5 -4.653 5.623 0.447
O3 -3.504 4.822 0.553
C6 -3.183 4.565 1.853
C7 -3.641 3.196 2.305
O4 -3.371 2.145 1.385
C8 -2.042 1.690 1.396
H11 -4.479 6.629 0.854
H12 -5.503 5.178 0.991
H13 -4.922 5.701 -0.601
H14 -3.664 5.302 2.517
H15 -2.108 4.680 1.996
H16 -4.694 3.190 2.597
H17 -3.098 3.003 3.258
H18 -1.715 1.365 2.390
H19 -1.264 2.336 0.954
H20 -2.017 0.860 0.680
Cl1 0.606 4.284 1.173
C9 2.376 4.150 1.364
C10 3.023 3.432 0.245
Cl2 4.779 3.771 0.363
H21 2.595 3.640 2.299
H22 2.728 5.169 1.467
H23 2.666 3.794 -0.713
H24 2.883 2.364 0.313
Cl3 0.697 0.648 -0.448
C11 1.719 -0.724 -0.899
C12 1.675 -1.778 0.203
Cl4 0.044 -2.460 0.339
H25 2.732 -0.378 -1.085
H26 1.342 -1.175 -1.817
H27 1.949 -1.348 1.164
H28 2.415 -2.534 -0.051
Cl5 6.690 -5.135 -1.303
C13 7.375 -3.474 -1.342
C14 7.054 -2.777 -2.657
Cl6 5.353 -2.181 -2.701
H29 8.453 -3.588 -1.248
H30 6.958 -2.956 -0.488
H31 7.173 -3.460 -3.489
H32 7.646 -1.877 -2.779
Cl7 -0.155 -6.882 0.230
C15 0.965 -6.001 1.270
C16 1.279 -6.776 2.524
Cl8 2.787 -6.215 3.256
H33 0.614 -4.999 1.511
H34 1.860 -5.825 0.677
H35 1.348 -7.834 2.285
H36 0.486 -6.643 3.252
Cl9 4.991 1.709 -2.715
C17 4.772 3.360 -3.375
C18 6.125 3.902 -3.717
Cl10 7.047 4.475 -2.289
H37 4.178 3.953 -2.696
H38 4.244 3.236 -4.322
H39 6.075 4.723 -4.436
H40 6.760 3.157 -4.185

Atoms 1-6, force components in eV/Å:
-0.50 0.18 0.18
1.08 -0.31 -0.16
-0.06 0.45 -0.09
0.23 0.03 0.52
0.64 0.40 -0.74
-0.82 -0.29 0.66

No. 11
C30H27N5O11STi | ωB97M-V/def2-TZVPD

Its charge is -1. Its LUMO energy (alpha / beta) is 2.190 / 2.186 eV. As for the expectation value of S²: 0.76. The multiplicity is 2. The value obtained for the frontier orbital gap (alpha / beta) is 6.48 / 7.97 eV. Its relative energy (zero: lowest compared OMol25 entry of this formula, charge and spin) is 39.50 kJ/mol.

CARTESIAN COORDINATES (ANGSTROEM)
Ti1 0.005 -0.187 0.353
C1 -1.371 3.231 2.882
O1 -2.663 2.745 2.511
C2 -2.911 1.411 2.676
C3 -4.127 1.070 3.228
C4 -4.453 -0.267 3.474
C5 -3.551 -1.257 3.160
C6 -2.335 -0.945 2.543
C7 -1.365 -1.984 2.262
N1 -0.371 -1.724 1.492
N2 0.731 -2.555 1.462
C8 1.806 -1.843 1.202
O2 1.790 -0.544 1.102
C9 3.079 -2.600 1.066
C10 3.072 -3.989 0.932
C11 4.265 -4.679 0.780
C12 5.474 -3.992 0.767
C13 5.483 -2.612 0.905
C14 4.288 -1.919 1.051
C15 -2.005 0.412 2.267
O3 -0.870 0.738 1.691
H1 -1.490 4.300 3.052
H2 -0.632 3.066 2.105
H3 -1.023 2.752 3.801
H4 -4.811 1.874 3.475
H5 -5.403 -0.514 3.933
H6 -3.781 -2.298 3.367
H7 -1.421 -2.958 2.740
H8 2.118 -4.501 0.945
H9 4.253 -5.757 0.664
H10 6.407 -4.533 0.646
H11 6.424 -2.073 0.894
H12 4.281 -0.841 1.157
O4 -1.941 4.834 -1.464
C16 -0.742 5.023 -0.960
O5 -0.281 6.124 -0.757
C17 0.054 3.804 -0.650
C18 1.357 3.831 -0.212
N3 1.739 2.560 -0.038
N4 0.774 1.705 -0.339
C19 -0.270 2.434 -0.701
C20 -1.528 1.694 -1.095
O6 -2.445 2.329 -1.635
O7 -1.526 0.451 -0.855
H13 -2.166 3.852 -1.563
H14 2.004 4.675 -0.036
H15 2.623 2.202 0.270
C21 -6.256 0.879 -2.004
C22 -5.506 -0.429 -2.002
C23 -6.087 -1.592 -2.512
C24 -5.400 -2.793 -2.500
C25 -4.115 -2.835 -1.962
C26 -3.520 -1.693 -1.446
C27 -4.221 -0.496 -1.474
S1 -3.201 -4.343 -2.081
O8 -2.466 -4.560 -0.873
O9 -4.095 -5.357 -2.568
N5 -2.149 -4.064 -3.317
C28 -1.177 -2.945 -3.278
C29 -0.003 -3.151 -2.307
C30 0.769 -1.845 -2.233
O10 1.503 -1.513 -3.148
O11 0.532 -1.121 -1.174
H16 -6.728 1.064 -2.971
H17 -5.584 1.706 -1.779
H18 -7.043 0.868 -1.245
H19 -7.087 -1.552 -2.934
H20 -5.836 -3.703 -2.894
H21 -2.522 -1.727 -1.032
H22 -3.744 0.402 -1.098
H23 -2.704 -4.099 -4.166
H24 -1.684 -1.998 -3.075
H25 -0.750 -2.877 -4.275
H26 0.642 -3.927 -2.717
H27 -0.331 -3.439 -1.315

Atoms 1-6, force components in eV/Å:
1.21 1.33 -1.46
-0.18 -0.02 0.09
0.27 0.17 -0.20
-0.13 0.09 0.20
-0.03 -0.16 0.06
-0.09 0.08 0.05